The following is a DFT calculation (ωB97M-V/def2-TZVPD) of a molecular structure, C57H59Cl3MgN13OSSe.

Last column: Löwdin charge in e.
Positions of all 136 atoms, in Å:
C1 -3.36064 3.30304 -1.93988  -0.0672
H1 6.30873 -5.23015 -1.63346  0.0763
H2 0.53652 6.26682 0.13645  0.1114
H3 -5.20281 -3.22032 -2.43420  0.1181
H4 -7.55067 -0.31839 -2.37160  0.1277
C2 -2.51811 -1.00070 -3.46367  -0.0482
H5 3.88108 -5.76424 -1.08031  0.1169
H6 -5.55754 -0.32290 -3.25246  0.1267
H7 6.68153 -4.95483 0.06494  0.0819
H8 5.58767 4.03639 -1.76227  0.0789
H9 -3.36092 -2.28513 3.62497  0.1029
C3 -6.34806 -2.52292 -0.14001  -0.5627
C4 4.91004 -3.93070 -0.64063  -0.2831
N1 -1.48708 2.13947 -1.51782  0.1360
H10 2.13483 2.60125 0.42045  0.0587
N2 3.37117 -0.81807 0.64442  -0.0628
C5 -1.55220 -0.69985 -2.55080  -0.1598
H11 -1.78105 4.52864 1.63217  0.1587
H12 2.87089 5.55684 0.25434  0.1066
H13 2.00147 1.20184 2.64509  0.0805
H14 1.05011 -3.29126 -2.78592  0.1292
C6 -7.77394 -0.93329 0.92878  -0.6621
N3 1.36173 3.78149 -1.06272  -0.0031
C7 -6.96512 -2.05065 1.00985  -0.1210
H15 -3.33993 -5.11243 -3.86139  0.0730
H16 -1.32051 -0.51233 3.18310  0.0911
C8 -5.85365 -2.36900 -2.64753  -0.2914
C9 -2.42198 2.46441 -2.46598  -0.1250
H17 -2.48340 -1.15187 -4.53149  0.1233
C10 3.34910 3.08607 -5.19446  -0.2453
H18 -5.19076 -6.32714 -4.65030  0.1152
S1 -7.38779 -7.07208 -1.91062  1.0040
H19 -7.32788 -3.89026 -5.12686  0.1427
N4 -0.99770 -1.61466 1.43662  0.0093
C11 1.86254 3.64299 0.29572  -0.1523
H20 -5.60846 -3.84247 -4.73581  0.1252
H21 -0.49860 -0.52363 -2.72330  0.0741
C12 4.44940 -0.08587 0.98993  -0.0529
C13 3.77398 -4.71397 -0.82983  -0.0409
H22 -0.64971 -4.67284 -3.90062  0.1193
C14 -1.24038 2.62956 0.88725  -0.2628
N5 2.25948 -0.35266 1.27085  0.0181
C15 1.43154 2.84158 -2.04304  -0.6676
H23 -4.23440 3.77037 -2.36247  0.1155
C16 2.68537 0.65578 2.03274  -0.1518
H24 -3.52796 3.98682 0.05210  0.1509
H25 4.67262 1.60473 2.37610  0.1083
C17 -0.63364 6.78146 -3.03169  -0.0750
C18 -0.81667 -4.31762 -2.88811  -0.0361
C19 -0.36881 7.01397 -1.67829  -0.0794
H26 3.63309 3.41650 -4.19049  0.0846
C20 4.05499 0.86443 1.89544  -0.0480
H27 -4.91171 -1.51241 -4.37195  0.1353
N6 -1.61748 -2.70062 0.91216  -0.0354
C21 6.30166 -4.47980 -0.84284  -0.0507
H28 -0.87389 3.79133 3.89008  0.1236
N7 -3.69277 -1.10480 -2.74981  -0.0482
H29 -2.36835 2.06087 -3.46653  0.1039
C22 0.46285 4.68770 -2.88618  -0.1524
H30 4.72720 1.41898 -5.32127  0.0749
C23 -6.50258 -1.88962 -1.36808  -0.2119
H31 1.61989 3.13126 -6.47246  0.1197
N8 0.94252 3.41663 -3.17259  -0.0043
H32 5.19091 4.61241 0.55250  0.1087
C24 -7.57761 -5.46989 -2.50197  -0.9690
C25 3.42637 -2.09693 -0.01952  -0.1039
C26 0.13354 -3.54563 -2.26731  -0.0401
H33 4.27792 5.22113 -1.77703  0.0825
H34 -8.66158 0.54499 -0.34768  0.1119
C27 0.32251 6.08521 -0.91049  -0.0118
H35 -4.13111 -0.86359 -0.67401  0.1359
C28 -0.02310 -3.04265 -0.96096  -0.2646
H36 -3.93886 -5.61771 -2.27407  0.0566
C29 3.05931 4.53912 0.61131  -0.1673
C30 2.51439 -4.18222 -0.68398  -0.0226
Cl1 -5.39688 -3.97010 0.01668  0.8170
N9 -1.39372 3.61686 1.80599  0.1099
H37 -0.42733 5.44043 -4.70737  0.1165
C31 0.73036 4.92042 -1.54379  -0.1561
C32 2.27069 -2.82111 -0.37482  -0.2157
H38 4.53514 2.99735 0.32208  0.0822
C33 -0.21958 5.61478 -3.65863  0.0008
H39 -2.63891 -6.51307 -3.06337  0.0940
N10 -2.99312 3.48429 -0.63253  0.1152
Cl2 -8.81826 -4.49263 -1.83212  0.7052
C34 -2.67796 -2.24390 2.79318  -0.0313
H40 5.42926 -0.26904 0.59006  0.1232
H41 6.99869 -3.68854 -1.12126  0.0752
C35 0.88312 2.81554 -4.50133  -0.1481
Se1 2.00617 1.10317 -1.87223  0.7675
H42 -3.17679 -4.24576 -0.50926  0.0119
C36 -1.25938 -3.28349 -0.35322  -0.1168
C37 4.39878 4.04966 0.05347  -0.2379
C38 -5.92064 -6.32205 -3.84894  -0.1786
C39 -0.86520 3.18946 2.99666  -0.0618
H43 -5.69264 -8.36864 -3.08512  0.0752
C40 -1.64291 -1.33525 2.56632  -0.1185
H44 1.03952 3.86307 0.97971  0.1022
C41 -1.85576 2.74699 -0.42948  -0.2796
H45 3.93462 3.49435 -2.00001  0.0223
C42 4.70031 -2.64550 -0.19348  0.0039
Cl3 -8.52259 -0.32251 2.36422  0.6941
C43 -6.61455 -3.89700 -4.30228  -0.1469
H46 1.77154 4.53492 -5.42512  0.1057
H47 0.03754 1.26390 3.45568  0.1036
C44 -2.63336 -3.09140 1.71320  -0.0653
C45 -2.01292 -4.62735 -2.23362  -0.2633
Mg1 0.32202 -0.51866 0.31991  0.5829
C46 -6.16339 -7.39685 -3.05901  -0.4065
H48 -0.69990 7.93876 -1.22237  0.1055
H49 3.28382 1.22849 -6.31990  0.0782
C47 -3.38263 -0.85681 -1.45551  -0.1441
C48 -3.04309 -5.51271 -2.88766  -0.0497
N11 0.98939 -2.28412 -0.33618  -0.0269
C49 -7.99468 -0.30526 -0.28677  -0.0825
H50 5.57598 -2.06257 0.05769  0.1008
N12 -2.10569 -0.61754 -1.28785  0.0722
H51 -6.83165 -2.56451 1.95175  0.1094
H52 3.96472 3.65283 -5.89542  0.1091
C50 -6.72957 -5.18645 -3.53226  -0.3134
H53 3.12783 4.59172 1.70119  0.1151
O1 -6.88029 -2.72492 -3.56056  -0.1125
H54 -1.16698 7.52998 -3.60399  0.1075
C51 -7.35641 -0.78860 -1.41398  -0.0130
C52 1.88892 3.44792 -5.46050  -0.1794
C53 -0.38776 1.94707 2.74041  -0.1552
H55 -3.24851 -3.94453 1.48884  0.0801
C54 -5.02083 -1.26797 -3.31779  -0.0486
C55 4.55366 4.21072 -1.45967  -0.0956
H56 1.66591 -4.83615 -0.81033  0.1109
H57 1.05169 1.74782 -4.38169  0.0795
H58 3.19666 1.00358 -4.56242  0.0121
N13 -0.59943 1.59717 1.41768  0.1182
C56 -2.22016 -4.07699 -0.98746  -0.0099
H59 -0.12766 2.95950 -4.88222  0.1197
C57 3.65100 1.59686 -5.35677  -0.1072

Force components x, y, z for each atom (eV/Å):
0.0 -0.1 0.0
0.0 0.0 0.0
0.0 0.0 -0.1
0.0 -0.1 0.0
0.0 0.0 0.1
0.0 0.0 0.1
0.0 0.0 0.0
0.0 0.1 -0.1
0.0 0.0 0.0
0.0 0.0 0.0
0.1 0.0 0.0
-0.1 0.1 0.0
0.1 -0.1 -0.1
0.1 0.0 -0.2
0.0 -0.2 0.0
-0.1 -0.1 -0.1
-0.1 0.0 0.0
0.0 0.0 0.0
0.0 0.0 0.1
-0.2 0.1 0.1
0.0 -0.1 0.0
0.0 0.0 0.0
0.0 -0.1 0.0
0.0 -0.1 0.1
0.0 0.0 0.1
-0.1 0.0 -0.1
0.1 0.1 0.0
0.1 0.0 -0.1
0.0 0.0 0.1
-0.1 -0.1 0.0
-0.1 0.0 0.1
0.0 0.1 0.0
0.0 0.0 0.0
-0.8 -0.2 0.3
0.0 0.1 0.0
0.0 -0.1 -0.1
-0.1 0.0 0.0
0.0 0.0 -0.1
0.0 0.0 0.0
0.0 0.0 0.1
0.1 -0.1 0.2
0.3 0.2 0.2
-0.3 0.4 -0.1
0.1 0.0 0.0
0.2 -0.1 -0.1
-0.1 0.0 0.1
-0.1 0.0 0.0
0.0 0.0 0.0
0.0 0.0 0.0
0.0 -0.1 0.0
0.0 0.0 0.0
-0.1 0.1 0.1
0.1 -0.1 0.0
0.1 -0.1 0.1
-0.1 0.0 0.1
0.0 -0.1 -0.1
0.0 0.1 -0.1
0.0 0.1 0.1
0.0 -0.1 -0.1
0.0 0.0 0.0
-0.1 -0.1 0.0
0.0 0.0 0.0
0.0 -0.2 0.0
0.0 0.0 0.0
0.0 -0.1 -0.1
0.0 0.0 0.1
0.1 0.0 0.0
0.0 0.0 0.0
0.0 0.0 0.0
0.0 0.1 0.0
0.1 0.0 0.0
0.3 0.0 0.3
0.1 0.0 0.0
0.1 -0.1 -0.1
0.0 0.1 0.0
-0.6 0.0 0.0
-0.2 0.1 0.1
0.0 0.0 0.1
0.0 -0.1 0.1
-0.3 0.1 0.1
0.0 0.1 0.0
0.0 0.1 -0.1
0.0 0.0 0.0
0.0 0.0 0.0
0.1 0.1 0.0
0.0 0.1 0.1
-0.1 0.0 0.0
0.0 0.0 0.0
0.0 0.1 0.0
0.0 -0.2 0.2
0.4 0.0 -0.1
0.1 0.1 0.0
0.0 0.0 -0.1
-0.1 0.0 -0.1
0.0 0.1 0.0
0.0 0.1 0.0
0.1 -0.2 0.0
0.0 0.0 0.0
-0.1 0.1 0.0
0.0 0.0 0.0
0.0 0.1 0.1
0.0 0.0 0.0
-0.1 -0.1 -0.1
0.0 0.0 -0.1
0.2 0.0 -0.1
0.2 -0.1 0.0
0.1 -0.1 -0.2
0.2 0.7 -0.1
-0.1 -0.1 0.0
0.0 0.0 0.0
0.0 0.0 0.0
-0.1 0.0 0.3
0.2 0.2 0.1
0.1 -0.4 -0.6
0.0 0.1 -0.1
-0.1 -0.1 0.0
0.6 0.0 -0.3
0.0 0.0 0.0
0.0 0.1 0.0
0.1 0.0 0.1
0.0 0.0 0.0
-0.2 0.0 0.2
0.0 0.0 0.0
0.0 0.0 0.0
0.1 0.0 0.0
0.1 -0.2 -0.1
0.2 0.1 0.0
0.0 0.0 0.1
0.0 0.0 0.1
-0.1 0.0 -0.1
0.0 0.0 0.0
0.0 0.0 0.0
-0.2 0.0 -0.2
-0.1 0.1 0.1
-0.1 0.0 0.0
0.0 0.1 0.0

Computed properties:
Net charge: +1
Calculated total energy: -200679.0440 eV
M: 1183.9 g mol⁻¹
ΔE to the lowest compared entry with this formula, charge and spin: 8.95 kcal per mole
Gap between HOMO and LUMO: 6.44 eV

---

The following is a DFT calculation (ωB97M-V/def2-TZVPD) of a molecular structure, C13H30Li4N2O7 in a non-equilibrium geometry.

Last column: Mulliken spin population.
Positions of all 56 atoms, in Å:
H1 -1.27903 2.14337 -0.81233  -0.0005
C1 0.89393 -2.54622 -1.05264  0.0165
H2 2.30630 1.05181 1.64365  0.0002
C2 -2.63458 -1.01434 -0.64210  0.0044
H3 2.60343 -1.64123 -1.66111  -0.0199
O1 -2.55843 -1.08857 0.62641  0.0004
H4 -3.31580 4.12612 -0.05925  0.0000
H5 3.64965 2.03930 -3.25724  -0.0002
C3 0.52293 -3.37317 1.86524  0.0000
C4 1.32545 0.58145 1.57430  0.0003
H6 -1.28102 0.44692 4.49121  0.0001
H7 0.87881 0.68185 -0.42296  0.0019
H8 -2.04108 -0.85260 3.57948  -0.0001
H9 0.24210 -3.19003 -1.64318  0.0462
C5 -1.08644 -0.37733 3.80503  0.0000
H10 1.89465 2.62386 -3.33787  0.0019
Li1 -1.36021 0.48005 0.85628  -0.0011
C6 1.84276 -3.42205 -0.16792  0.0052
O2 1.81807 -3.21661 1.30353  0.0027
H11 -3.73189 3.31727 1.47136  0.0000
C7 -2.94212 3.82782 0.92028  0.0000
H12 1.27054 0.56853 3.67350  0.0002
N1 0.63281 1.07369 0.47485  0.0000
H13 0.20295 -4.41086 1.77081  0.0010
H14 1.41851 0.33423 -4.28143  0.0004
H15 1.45176 -0.49125 1.42782  0.0020
O3 -1.89980 2.80122 0.97886  -0.0001
C8 -0.98417 2.89195 -0.07694  0.0011
H16 -0.28605 -2.69497 1.59379  0.0021
H17 2.85871 -0.51951 -3.72092  -0.0027
C9 0.98378 -1.13211 -2.93726  -0.0036
H18 2.77679 2.65524 -1.82578  0.0003
Li2 -5.60411 -1.68652 -1.46708  0.0000
N2 1.71895 -1.94598 -2.04179  0.7429
Li3 -2.91487 -0.50338 -2.95515  0.0001
H19 2.90268 -3.30088 -0.39150  -0.0043
H20 1.06881 2.87427 -0.45691  0.0003
H21 0.65232 -1.65651 -3.83350  0.0746
H22 -0.00243 -0.73846 -2.69125  0.0569
Li4 -4.07677 -2.32286 1.25343  0.0000
H23 1.48421 -4.44430 -0.28849  0.0046
H24 0.22724 1.87280 3.03047  -0.0001
O4 -0.47379 0.02023 2.64223  -0.0001
H25 1.02894 3.13907 1.15780  -0.0001
H26 0.34002 -1.74531 -0.56293  0.0443
C10 1.91561 -0.07559 -3.40220  0.0074
C11 0.48843 2.55867 0.41007  -0.0010
O5 -3.42997 -1.61707 -1.35872  0.0008
O6 2.19510 0.88410 -2.28322  0.0115
C12 2.67772 2.12079 -2.77059  -0.0011
H27 -2.54033 4.70247 1.43180  0.0000
O7 -1.76376 -0.28411 -1.16554  0.0054
H28 0.64367 -3.09375 2.91188  0.0000
H29 -0.47446 -1.17163 4.23243  0.0001
H30 -0.79491 3.89686 -0.45434  0.0001
C13 0.55823 0.84308 2.89546  -0.0006

Force components x, y, z for each atom (eV/Å):
0.3 0.4 -0.6
2.0 -1.8 0.4
0.5 -0.1 0.1
3.7 2.0 3.0
0.9 0.2 -0.6
-2.3 -1.5 1.4
0.4 -0.4 -0.3
-0.2 0.0 -0.2
0.5 -0.2 1.1
2.3 0.8 1.5
0.2 0.0 0.1
0.5 0.3 0.1
-0.2 0.1 -0.2
-0.7 0.0 0.3
-1.2 -1.4 1.1
0.3 0.0 -0.4
0.3 0.1 0.3
-1.2 -0.4 2.9
-0.8 1.0 -2.5
-0.3 0.8 0.1
0.3 -1.0 1.1
-0.5 -0.4 0.5
-2.3 1.4 -0.8
-0.2 -0.1 0.1
0.4 0.9 0.1
0.2 -0.1 0.5
-0.7 0.4 -0.6
2.7 0.4 1.6
0.1 0.3 -1.1
0.1 0.1 -0.1
1.3 0.5 -1.8
0.4 0.5 -0.3
0.6 0.0 -0.3
-2.8 1.0 1.5
0.6 0.0 0.7
-0.1 -0.1 -0.4
0.1 0.0 -0.4
0.6 -0.9 -0.4
0.1 -0.1 1.7
1.2 0.4 0.2
0.5 -0.2 -0.4
0.1 0.2 0.1
-2.9 -1.1 -0.3
-0.9 -0.3 0.8
-0.2 0.1 0.4
0.5 1.8 0.6
-0.5 -1.2 -2.7
-5.3 -2.4 -2.6
-1.2 -2.8 -2.2
-0.1 0.6 1.2
-0.4 0.0 0.1
0.9 1.4 -2.5
0.2 -0.5 0.2
0.1 0.2 0.7
-1.1 0.2 -0.3
3.3 0.8 -2.3

Computed properties:
Spin multiplicity: 2
Net charge: +3
Calculated total energy: -32074.6784 eV
M: 354.2 g mol⁻¹
Gap between HOMO and LUMO (spin up / spin down): 6.08 / 4.35 eV

---

The following is a DFT calculation (ωB97M-V/def2-TZVPD) of 2 unconnected molecules or ions with the total composition CH4FN in a non-equilibrium geometry.

Last column: Löwdin charge in e.
Positions of all 7 atoms, in Å:
H1 1.43626 -0.51100 -0.36449  0.0021
H2 -1.09850 -0.98218 -0.90762  0.0240
C1 0.96571 0.24274 0.30482  0.0583
N1 -1.28997 -0.72291 0.04597  0.0743
H3 1.57412 0.55576 1.22675  0.0370
F1 -2.03021 0.46109 -0.00055  -0.1693
H4 0.44259 0.95650 -0.30488  -0.0264

Force components x, y, z for each atom (eV/Å):
-0.3 0.3 0.9
0.0 0.5 -1.2
1.1 -0.6 -0.4
0.3 0.4 2.3
-1.5 -0.6 -1.4
0.5 -0.7 -0.6
0.0 0.6 0.4

Computed properties:
Calculated total energy: -5303.6786 eV
M: 49.0 g mol⁻¹
ΔE to the lowest compared entry with this formula, charge and spin: 125.29 kcal per mole
Gap between HOMO and LUMO (spin up / spin down): 8.91 / 10.54 eV

---

The following is a DFT calculation (ωB97M-V/def2-TZVPD) of a molecular structure, C2H8KN4O2 in a non-equilibrium geometry.

Last column: Mulliken spin population.
Positions of all 17 atoms, in Å:
H1 3.77703 0.16543 -3.17574  -0.0009
O1 -1.45764 1.31199 2.14587  0.4088
N1 3.51089 0.39346 -2.22850  0.0711
H2 2.14823 -0.74676 -3.59573  -0.0113
N2 2.11284 -1.04559 -2.63160  0.3100
H3 1.41884 -1.57148 -2.11984  -0.0087
C1 2.54783 -0.23187 -1.73932  -0.0418
O2 2.00594 -0.07137 -0.65761  0.2402
H4 4.10260 1.06081 -1.75455  -0.0034
H5 -3.95275 1.69043 1.37881  -0.0013
H6 -1.72878 -0.69322 3.24023  0.0025
H7 -3.95056 -0.01017 0.93019  -0.0016
H8 -3.33982 -0.98917 2.56663  0.0001
K1 1.09278 0.08697 1.90450  -0.0031
C2 -2.41089 0.52491 1.93053  -0.0365
N3 -3.48994 0.79393 1.33188  0.0453
N4 -2.38661 -0.66828 2.47425  0.0306

Force components x, y, z for each atom (eV/Å):
0.5 0.3 0.2
0.4 0.5 -0.3
5.8 4.2 -1.4
-0.7 -0.8 -0.2
-3.4 -3.7 -0.8
-0.9 -1.1 -1.6
-0.1 1.2 1.7
-1.0 -0.2 2.0
-0.2 0.1 0.1
0.3 0.1 -0.6
-0.3 -0.9 0.2
-0.7 0.4 0.0
0.4 -0.9 0.9
0.1 0.2 -0.1
2.8 0.8 2.3
-3.8 1.5 -3.0
0.8 -1.9 0.6

Computed properties:
Spin multiplicity: 2
Net charge: +2
Calculated total energy: -28567.0061 eV
M: 159.2 g mol⁻¹
ΔE to the lowest compared entry with this formula, charge and spin: 11.19 kcal per mole
Gap between HOMO and LUMO (spin up / spin down): 11.75 / 2.48 eV